Molecular formula: C42H88F6N9O18S6
Method: DFT, wB97M-V/def2-TZVPD

Each line ends with the Mulliken charge.
Positions of all 169 atoms, in Å:
C1 1.815 -6.034 -2.738  -1.2090
C2 1.323 -5.986 -1.337  0.6396
O1 1.738 -6.660 -0.462  -0.3743
N1 0.069 -5.089 -1.160  0.0476
H1 -0.496 -5.154 -2.000  0.4339
H2 -0.497 -5.435 -0.392  0.4101
C3 0.374 -3.628 -0.788  -1.1157
H3 2.807 -6.471 -2.830  0.3865
H4 1.926 -5.054 -3.210  0.3284
H5 1.067 -6.441 -3.421  0.3919
H6 0.879 -3.643 0.174  -0.0955
H7 -0.592 -3.123 -0.747  0.7162
H8 0.852 -3.012 -1.547  0.3432
C4 3.590 1.572 2.426  0.2565
C5 2.714 2.167 3.514  0.2896
O2 3.140 2.811 4.425  -0.4531
N2 1.200 2.085 3.274  0.8281
H9 1.072 1.425 2.502  -0.3630
H10 0.719 1.805 4.120  0.4079
C6 0.536 3.352 2.668  -0.7434
H11 3.428 2.115 1.492  -0.0169
H12 3.354 0.518 2.290  -0.4587
H13 4.645 1.744 2.630  0.6006
H14 0.452 3.275 1.586  0.1609
H15 1.123 4.234 2.924  0.5407
H16 -0.429 3.484 3.153  0.4310
C7 1.702 -1.912 6.953  -1.5431
C8 0.956 -2.595 5.770  1.2587
C9 -0.075 -1.648 5.124  -0.9283
C10 -0.662 -2.175 3.839  -0.7442
C11 0.436 -2.360 2.812  -0.0536
C12 1.628 -3.310 3.225  2.2024
N3 1.981 -2.989 4.712  0.9414
O3 3.099 -3.484 5.153  -0.2878
C13 2.852 -2.885 2.396  -1.6632
C14 1.333 -4.812 3.094  -1.5727
C15 0.278 -3.913 6.179  -1.6788
H17 1.063 -1.422 7.688  0.3852
H18 2.206 -1.084 6.454  0.4165
H19 2.332 -2.608 7.504  0.4168
H20 0.410 -0.694 4.908  -0.2931
H21 -0.891 -1.459 5.822  0.6240
H22 -1.322 -1.416 3.415  0.0867
H23 -1.229 -3.106 3.845  0.4456
H24 0.796 -1.369 2.538  -0.6349
H25 -0.076 -2.837 1.977  0.4666
H26 2.714 -3.057 1.328  0.0947
H27 3.743 -3.408 2.747  0.7125
H28 3.175 -1.844 2.438  -0.0155
H29 1.439 -5.055 2.036  0.3751
H30 0.354 -5.153 3.425  0.3006
H31 2.124 -5.387 3.576  0.4797
H32 1.002 -4.711 6.342  0.3889
H33 -0.449 -4.346 5.494  0.2681
H34 -0.210 -3.686 7.127  0.4809
C16 4.292 0.971 -3.288  -1.6086
C17 5.038 2.301 -2.906  1.7122
C18 6.579 2.102 -3.199  -1.0762
C19 7.363 3.403 -3.021  -0.8282
C20 6.800 4.524 -3.939  -1.2389
C21 5.299 4.752 -3.867  1.4529
N4 4.475 3.485 -3.680  0.6800
O4 3.209 3.695 -3.666  -0.1999
C22 4.799 5.295 -5.248  -1.7820
C23 4.952 5.705 -2.719  -1.7383
C24 4.899 2.664 -1.425  -1.6534
H35 4.381 0.890 -4.373  0.6144
H36 3.230 1.085 -3.076  0.1289
H37 4.790 0.089 -2.889  0.2444
H38 6.702 1.749 -4.223  0.3976
H39 6.900 1.308 -2.525  0.4702
H40 8.406 3.248 -3.300  0.4642
H41 7.524 3.689 -1.981  0.3740
H42 7.084 4.272 -4.962  0.5052
H43 7.375 5.442 -3.814  0.4896
H44 4.880 4.559 -6.051  0.4716
H45 5.564 5.976 -5.624  0.4616
H46 3.800 5.723 -5.287  0.3873
H47 5.483 5.491 -1.793  0.3335
H48 3.884 5.850 -2.559  0.4067
H49 5.233 6.718 -3.011  0.4984
H50 4.040 3.274 -1.144  0.4051
H51 5.770 3.015 -0.874  0.3567
H52 4.659 1.760 -0.862  0.2524
C25 -3.876 -0.208 -6.835  -1.5525
C26 -2.790 0.852 -7.100  1.2341
C27 -3.391 2.208 -7.325  -1.0544
C28 -3.826 2.937 -6.074  -0.7188
C29 -2.628 2.980 -4.997  -1.4821
C30 -2.045 1.652 -4.598  2.0235
N5 -1.784 0.913 -5.926  0.8543
O5 -0.858 -0.003 -5.895  -0.3219
C31 -3.123 0.866 -3.738  -1.5537
C32 -0.716 1.848 -3.882  -2.0784
C33 -1.950 0.406 -8.291  -1.7653
H53 -4.612 0.068 -6.082  0.3258
H54 -3.493 -1.214 -6.666  0.3957
H55 -4.443 -0.264 -7.766  0.4795
H56 -4.231 2.250 -8.018  0.4464
H57 -2.590 2.808 -7.763  0.3691
H58 -4.671 2.394 -5.644  0.3518
H59 -4.287 3.903 -6.274  0.4880
H60 -2.957 3.578 -4.148  0.4988
H61 -1.831 3.559 -5.469  0.4862
H62 -4.071 0.793 -4.265  0.2560
H63 -3.284 1.263 -2.735  0.2898
H64 -2.751 -0.144 -3.556  0.4325
H65 -0.131 2.636 -4.355  0.5215
H66 -0.191 0.911 -3.704  0.5590
H67 -0.908 2.218 -2.873  0.1907
H68 -1.176 1.129 -8.549  0.4190
H69 -2.511 0.132 -9.183  0.3983
H70 -1.411 -0.522 -8.096  0.4591
C34 -4.410 -0.041 5.504  -0.7528
C35 -5.507 -1.113 5.556  1.5215
C36 -6.933 -0.567 5.470  -1.3807
C37 -7.222 0.089 4.087  -0.4356
C38 -7.103 -0.982 3.065  -1.1209
C39 -5.778 -1.735 2.969  1.8466
N6 -5.251 -2.017 4.365  0.8937
O6 -4.442 -3.019 4.468  -0.3541
C40 -4.690 -0.946 2.196  -1.9651
C41 -6.000 -3.055 2.257  -1.9033
C42 -5.464 -1.927 6.860  -1.8348
H71 -4.525 0.670 4.684  0.1134
H72 -3.377 -0.351 5.339  -0.2507
H73 -4.479 0.607 6.378  0.5134
H74 -7.102 0.063 6.343  0.5082
H75 -7.700 -1.334 5.591  0.4155
H76 -6.612 0.989 4.006  0.1572
H77 -8.283 0.336 4.112  0.4560
H78 -7.268 -0.557 2.074  0.4467
H79 -7.818 -1.799 3.168  0.4459
H80 -3.804 -1.555 2.002  0.3793
H81 -4.221 -0.080 2.663  0.2270
H82 -4.966 -0.637 1.187  0.6026
H83 -6.401 -2.922 1.252  0.4147
H84 -6.728 -3.703 2.749  0.5286
H85 -5.186 -3.751 2.052  0.3291
H86 -6.288 -2.627 6.994  0.4491
H87 -5.529 -1.272 7.728  0.4274
H88 -4.532 -2.481 6.975  0.3981
N7 5.255 -2.857 -2.673  -0.2143
S1 4.843 -3.226 -1.242  1.0016
O7 4.657 -2.095 -0.373  -0.4307
O8 5.275 -4.532 -0.765  -0.6408
F1 3.267 -3.526 -1.609  -0.3231
S2 6.906 -2.608 -2.371  1.0735
O9 7.753 -3.792 -2.481  -0.5756
O10 7.241 -1.541 -1.458  -0.5624
F2 7.118 -1.938 -3.821  -0.2821
N8 -4.372 4.447 1.027  -0.4774
S3 -3.368 3.338 0.704  0.8670
O11 -3.898 2.116 0.149  -0.5118
O12 -2.197 3.291 1.522  -0.2590
F3 -2.775 4.082 -0.655  -0.3958
S4 -4.609 4.221 2.701  0.9776
O13 -3.924 5.124 3.609  -0.6054
O14 -4.882 2.851 3.156  -0.4527
F4 -6.074 4.855 2.716  -0.2734
N9 0.865 0.551 0.961  0.1337
S5 1.314 0.622 -0.505  0.5319
O15 1.734 1.879 -1.076  -0.6526
O16 0.927 -0.428 -1.431  -0.3665
F5 2.790 0.094 -0.169  -0.4495
S6 -0.731 0.404 0.534  0.5833
O17 -1.319 -0.928 0.449  -0.4878
O18 -1.288 1.387 -0.340  -0.2325
F6 -1.281 0.808 1.985  -0.2964

Highest occupied orbital energy: -14.0 eV
LUMO level: -9.766 eV
Molar mass: 1313.60 g mol⁻¹
Gap between HOMO and LUMO: 4.26 eV
Total charge: +3
Energy above the lowest of the compared OMol25 structures with the same formula, charge and spin: 0.0 kcal per mole
2S+1: 1